Below is C3H3NO2S2 in the gas phase, with properties calculated with ωB97M-V/def2-TZVPD.

XYZ file:
```
11
Properties=species:S:1:pos:R:3
O -1.24 2.10 0.12
C -0.53 1.14 -0.07
O 0.82 1.25 -0.29
N 1.34 -0.04 -0.57
S 2.82 -0.32 0.18
C 0.28 -0.93 -0.39
C -0.87 -0.28 -0.14
S -2.50 -0.87 0.07
H 2.40 -0.42 1.46
H 0.50 -1.99 -0.54
H -3.03 0.37 0.17
```

- Kohn-Sham gap (eV) = 9.027
- E_LUMO (hartree) = 0.0056
- total charge = 0

Below is C3H3NO3 in the gas phase, with properties calculated with ωB97M-V/def2-TZVPD.

XYZ file:
```
10
Properties=species:S:1:pos:R:3
O -1.17 2.15 -1.26
C -0.68 1.18 -0.75
C 0.23 0.99 0.36
C 0.44 -0.33 0.46
O 1.16 -1.02 1.35
N -0.20 -1.04 -0.57
O -0.95 -0.09 -1.28
H 0.65 1.78 0.96
H 1.39 -1.89 0.97
H -0.86 -1.73 -0.23
```

- Kohn-Sham gap (eV) = 9.822
- E_LUMO (hartree) = 0.0085
- total charge = 0

Below is C3H3NO3 in the gas phase, with properties calculated with ωB97M-V/def2-TZVPD.

XYZ file:
```
10
Properties=species:S:1:pos:R:3
O 2.61 -0.49 0.13
C 1.82 0.50 -0.02
C 0.26 0.20 -0.21
N -0.52 1.13 -0.13
O -1.79 0.66 0.14
C -1.69 -0.72 0.13
O -0.33 -1.09 -0.17
H 1.94 1.61 0.36
H -2.55 -1.01 -0.62
H -2.01 -1.07 1.02
```

- Kohn-Sham gap (eV) = 9.320
- E_LUMO (hartree) = -0.0167
- total charge = 0

Below is a 2-piece molecular cluster, C3H3NO3S overall, with properties calculated with ωB97M-V/def2-TZVPD.

XYZ file:
```
11
Properties=species:S:1:pos:R:3
C -1.72 -2.34 -1.86
C -1.66 -1.88 1.76
C 0.82 -0.91 -0.84
N -2.06 -3.35 -1.44
O -1.65 -2.61 2.65
O -1.25 -1.25 -2.37
O -0.12 1.00 -2.37
S -0.62 0.06 -1.44
H 0.46 -1.87 -0.87
H 1.75 -0.83 -1.40
H 0.86 -0.69 0.28
```

- Kohn-Sham gap (eV) = 10.862
- E_LUMO (hartree) = 0.0126
- total charge = 0

Below is C3H3NO4 in the gas phase, with properties calculated with ωB97M-V/def2-TZVPD.

XYZ file:
```
11
Properties=species:S:1:pos:R:3
O -3.14 0.44 0.75
N -2.56 0.28 -0.30
O -3.06 0.03 -1.43
C -1.07 0.67 -0.20
O -0.33 -0.13 -1.03
C 0.42 -0.96 -0.16
C 0.15 -0.62 1.09
O -0.66 0.49 1.16
H -1.08 1.85 -0.49
H 0.99 -1.64 -0.67
H 0.51 -1.14 1.93
```

- Kohn-Sham gap (eV) = 9.291
- E_LUMO (hartree) = -0.0053
- total charge = 0

Below is C3H3NO4S as an isolated structure, with properties calculated with ωB97M-V/def2-TZVPD.

XYZ file:
```
12
Properties=species:S:1:pos:R:3
C 3.82 0.28 -0.11
C 2.78 0.55 -0.67
C -2.69 0.43 0.43
N -0.55 0.57 -0.26
O -2.65 -0.76 -0.04
O -0.49 -1.80 -1.15
O -0.56 -1.37 1.27
O -1.62 1.21 0.28
S -0.86 -1.04 -0.04
H 4.43 0.31 0.66
H 2.02 0.92 -1.19
H -3.65 0.70 0.83
```

- Kohn-Sham gap (alpha / beta) (eV) = 8.881 / 8.880
- E_LUMO (alpha / beta) (hartree) = -0.0269 / -0.0269
- total charge = 0

Below is C3H3NOS in the gas phase, with properties calculated with ωB97M-V/def2-TZVPD.

XYZ file:
```
9
Properties=species:S:1:pos:R:3
S -2.28 -0.32 -0.14
C -0.55 0.09 -0.04
C 0.46 0.96 -0.06
N 1.76 0.31 -0.16
C 1.41 -0.93 -0.12
O 0.09 -1.16 -0.02
H -2.95 0.92 0.32
H 0.16 1.95 0.03
H 1.91 -1.81 0.18
```

- Kohn-Sham gap (eV) = 9.456
- E_LUMO (hartree) = 0.0171
- total charge = 0

Below is a 2-piece molecular cluster, C3H3NOS2 overall, with properties calculated with ωB97M-V/def2-TZVPD.

XYZ file:
```
10
Properties=species:S:1:pos:R:3
C 0.34 1.34 0.90
C -0.22 -0.64 -0.02
C 0.47 1.52 -0.34
N -1.40 -0.70 -0.61
O 0.41 2.03 -1.38
S 0.74 -1.94 0.35
S 2.40 -1.39 1.16
H 0.76 0.87 1.73
H -2.08 0.08 -0.40
H -1.41 -1.17 -1.39
```

- Kohn-Sham gap (eV) = 6.957
- E_LUMO (hartree) = -0.0429
- total charge = 0

Below is C3H3NOS2 as an isolated structure, with properties calculated with ωB97M-V/def2-TZVPD.

XYZ file:
```
10
Properties=species:S:1:pos:R:3
C 1.81 -0.86 -0.07
C 0.32 -0.54 0.06
C -1.24 1.14 0.09
H 1.81 -1.91 -0.36
H -1.74 1.73 -0.74
H -1.29 1.57 1.10
N -0.71 -1.39 0.06
O 0.10 0.73 -0.23
S 3.08 0.02 0.07
S -2.12 -0.48 0.02
```

- Kohn-Sham gap (eV) = 7.469
- E_LUMO (hartree) = -0.0378
- total charge = 0

Below is C3H3NOS2 in the gas phase, with properties calculated with ωB97M-V/def2-TZVPD.

XYZ file:
```
10
Properties=species:S:1:pos:R:3
O 0.11 2.10 -0.55
C -0.03 1.26 0.37
N 0.03 -0.13 0.02
C 1.12 -0.58 -0.40
S 2.60 -0.01 0.16
C -1.19 -0.72 -0.19
S -2.64 0.04 0.09
H -0.25 1.37 1.62
H 1.13 -1.55 -0.73
H -0.90 -1.78 -0.38
```

- Kohn-Sham gap (eV) = 7.691
- E_LUMO (hartree) = -0.0554
- total charge = 0

Below is a 2-piece molecular cluster, C3H3NS overall, with properties calculated with ωB97M-V/def2-TZVPD.

XYZ file:
```
8
Properties=species:S:1:pos:R:3
C -0.94 -0.57 -0.34
C 0.79 1.97 0.34
C 0.28 -0.94 0.26
N -1.91 -0.14 -0.77
S -0.01 2.70 -0.67
H 0.31 -0.45 1.18
H 1.22 -0.62 -0.21
H 0.25 -1.94 0.21
```

- Kohn-Sham gap (eV) = 11.241
- E_LUMO (hartree) = 0.0001
- total charge = 0

Below is C3H3NS as an isolated structure, with properties calculated with ωB97M-V/def2-TZVPD.

XYZ file:
```
8
Properties=species:S:1:pos:R:3
C 0.27 -1.32 -0.01
C 1.17 -0.24 -0.05
C -0.03 0.67 -0.01
N -0.83 -0.62 0.01
S 2.75 0.02 0.01
H 0.46 -2.29 0.18
H -0.15 1.15 0.98
H -0.31 1.33 -0.98
```

- Kohn-Sham gap (eV) = 8.018
- E_LUMO (hartree) = -0.0430
- total charge = 0

Taking the records one at a time from the top gives strongest force on any atom values of 1.00, 0.38, 5.88, 3.41, 3.36, 4.93, 2.86, 6.32, 4.48, 7.39, 4.10, 3.36 eV/A.
Taking the records one at a time from the top gives relative energy (zero: lowest compared OMol25 entry of this formula, charge and spin) values of 41.8, 48.9, 107.8, 75.3, 129.5, 107.8, 32.1, 125.0, 56.0, 72.4, 44.6, 38.8 kcal/mol.
Taking the records one at a time from the top gives DFT total energy values of -1117.65944, -396.54648, -396.45271, -794.69028, -471.66679, -869.76431, -644.23572, -1042.29955, -1042.40947, -1042.38337, -568.94651, -568.95574 Ha.